Here is a cluster of 3 separate species, C34H48BFN3O10PS in total in a non-equilibrium geometry from the Open Molecules 2025 dataset. Energies are from the ωB97M-V functional and the def2-TZVPD basis.

Each line ends with the Löwdin charge.
Element x y z (Å)
C1 2.2782 -3.0161 3.6022  0.01
C2 1.2016 -3.5565 4.1545  -0.06
C3 0.8146 -5.0036 3.9418  -0.49
O1 1.5191 -5.8498 4.4365  0.12
O2 -0.3109 -5.2513 3.2473  0.01
C4 -0.1855 -6.3042 2.2707  -0.18
C5 -0.8273 -5.8647 0.9437  -0.15
C6 0.2227 -5.0306 0.1667  -0.18
C7 -0.3906 -3.8483 -0.6426  -0.17
C8 0.4578 -2.5719 -0.3546  -0.19
C9 -0.3859 -1.3511 -0.7930  -0.11
C10 -0.2332 -0.0794 0.0519  -0.36
F1 0.7331 -0.2576 1.0303  0.05
N1 0.2755 1.1382 -0.6898  -0.05
P1 1.7196 0.8198 -1.7956  0.97
N2 2.6527 -0.4495 -1.1861  -0.11
O3 2.7365 2.1488 -1.6769  -0.29
C11 -0.8130 1.9933 -1.2874  -0.22
C12 -0.3868 2.9563 -2.4205  -0.10
C13 -0.4129 2.4123 -3.8581  -0.28
O4 -0.8624 3.1143 -4.7315  0.05
C14 -2.1347 1.2772 -1.5114  -0.18
N3 -2.1603 0.3184 -2.6494  0.11
C15 -2.9858 0.6269 -3.4888  -0.78
S1 -3.9757 1.0750 -4.6019  0.81
C16 -2.6612 0.6485 -0.1533  -0.20
O5 -3.4935 -0.4302 -0.5344  -0.11
C17 -4.8463 -0.0058 -0.4801  -0.16
C18 -5.7671 -1.0362 -1.1390  -0.19
O6 -7.1124 -0.6406 -0.9731  -0.15
C19 -7.8173 -1.3795 0.0194  -0.26
C20 -9.1036 -1.9371 -0.6201  -0.07
C21 -1.5405 0.2202 0.8384  -0.09
B1 -1.3270 1.2881 2.0223  -0.59
O7 -0.6977 0.9432 3.1882  0.20
O8 -1.7966 2.6163 1.9372  0.13
C22 -2.0032 -1.0376 1.6657  -0.66
O9 -1.2054 -1.9504 1.9412  0.03
O10 -3.1686 -0.9856 2.0710  0.03
H1 2.8622 -2.2657 4.1283  0.06
H2 2.6384 -3.3060 2.6157  0.06
H3 0.6053 -2.9241 4.8103  0.12
H4 -0.6388 -7.2120 2.6789  0.12
H5 0.8777 -6.4811 2.0846  0.12
H6 -1.7386 -5.3143 1.1844  0.12
H7 -1.0241 -6.8011 0.4123  0.11
H8 0.9630 -4.6765 0.8911  0.09
H9 0.7498 -5.6985 -0.5255  0.11
H10 -0.4295 -4.0868 -1.7075  0.11
H11 -1.3777 -3.6869 -0.2005  0.10
H12 0.6828 -2.6105 0.7061  0.09
H13 1.3344 -2.6529 -1.0011  0.09
H14 -1.4297 -1.6662 -0.7521  0.11
H15 -0.2112 -1.1991 -1.8674  0.10
H16 0.6982 1.7054 0.0566  0.14
H17 3.0176 -0.2813 -0.2480  0.07
H18 3.4519 -0.5527 -1.8076  0.05
H19 2.7474 2.5199 -0.7772  0.05
H20 -1.0699 2.6985 -0.4860  0.15
H21 -1.1416 3.7499 -2.4015  0.13
H22 0.5493 3.4826 -2.1975  0.11
H23 0.0087 1.4205 -4.1024  0.10
H24 -2.8564 2.0737 -1.7332  0.15
H25 -3.2710 1.4061 0.3446  0.15
H26 -5.1704 0.1297 0.5601  0.14
H27 -4.9830 0.9363 -1.0357  0.13
H28 -5.5617 -0.9882 -2.2194  0.12
H29 -5.5459 -2.0599 -0.8226  0.13
H30 -8.1504 -0.6894 0.8069  0.11
H31 -7.2190 -2.1599 0.4957  0.12
H32 -9.4155 -1.2549 -1.4146  0.07
H33 -9.9023 -2.0147 0.1212  0.07
H34 -8.9174 -2.9056 -1.0938  0.07
H35 -1.1251 1.4941 3.8583  0.13
H36 -1.0627 3.2402 1.9530  0.09
C23 6.5023 2.9232 -3.1124  -0.09
C24 7.8663 2.7291 -3.2804  -0.09
C25 8.4708 1.5798 -2.7891  -0.09
C26 7.7123 0.6260 -2.1258  -0.09
C27 6.3497 0.8246 -1.9505  -0.10
C28 5.7416 1.9721 -2.4444  -0.10
H37 6.0308 3.8168 -3.5016  0.10
H38 8.4594 3.4739 -3.7957  0.10
H39 9.5340 1.4276 -2.9232  0.10
H40 8.1832 -0.2712 -1.7445  0.10
H41 5.7605 0.0806 -1.4259  0.08
H42 4.6759 2.1249 -2.3085  0.06
C29 2.9977 6.4143 2.4459  -0.08
C30 3.0130 5.5695 3.5484  -0.08
C31 2.5013 4.2849 3.4477  -0.08
C32 1.9692 3.8441 2.2438  -0.10
C33 1.9429 4.6938 1.1442  -0.11
C34 2.4604 5.9784 1.2447  -0.09
H43 3.4037 7.4143 2.5246  0.11
H44 3.4264 5.9137 4.4873  0.11
H45 2.5175 3.6252 4.3055  0.11
H46 1.5702 2.8361 2.1627  0.09
H47 1.5177 4.3514 0.2038  0.08
H48 2.4427 6.6391 0.3875  0.11

Calculated values
**Energy**: -84497.2191 eV
**Charge**: 0
**Molecular weight**: 751.6 Da
**SMILES**: C=CC(=O)OCCCCCC[C@@]1(F)[N@@H+](P(N)O)[C@@H](CC=O)[C@@H](N=C=S)[C@@H](OCCOCC)[C@@]1(B(O)O)C(=O)[O-].c1ccccc1.c1ccccc1